Entry 1:
This record from the OMol25 dataset describes an isolated molecule of C2H4BrN in a non-equilibrium geometry. The level of theory is ωB97M-V with the def2-TZVPD basis set.

ORCA input file:
```
! RIJCOSX wB97M-V def2-TZVPD def2/J DEFGRID3
* xyz 0 1
C 1.1766 0.7432 -0.2140
C -1.1336 -0.3754 0.1614
H -2.0591 0.1860 0.2324
N -0.0328 0.7274 0.0886
Br 2.1296 -0.8053 -0.3878
H -0.9399 -1.1699 -0.5579
H -0.9439 -0.9361 1.1012
H 1.8031 1.6300 -0.4240
*
```

## Properties
- Gap between HOMO and LUMO: 10.3 eV
- Electronic energy: -2707.3258 hartree
- ΔE to the lowest compared entry with this formula, charge and spin: 87.3 kJ/mol
- SMILES: C/N=C\Br
- F_max: 3.99 eV/Å

=====

Entry 2:
This record from the OMol25 dataset describes a structure of composition C24H48B3F3O10 in a non-equilibrium geometry. The level of theory is ωB97M-V with the def2-TZVPD basis set.

ORCA input file:
```
! RIJCOSX wB97M-V def2-TZVPD def2/J DEFGRID3
* xyz 0 1
H 0.8521 1.4968 -3.1122
H -5.2650 5.2413 6.6247
H 8.6181 0.0477 -4.5798
H -7.7382 5.6211 5.6949
B -0.5784 2.9073 -2.2956
H 5.3885 -1.1504 -6.1917
H 9.2838 -1.5988 -4.5118
C 2.2657 -1.5095 -3.3964
C 1.7164 -2.9898 -5.4289
C 10.1860 2.9904 -4.9588
F 2.5937 0.7638 -1.1870
C -4.0259 -7.6240 3.4062
H -7.5767 -2.7915 6.1240
C 8.3787 -1.0036 -4.4098
H 12.0844 2.4162 -4.1442
O 7.5940 -2.3612 -6.1967
H -6.4715 -4.1006 6.5740
H -2.2302 -0.1836 3.7895
H 2.2218 -3.8549 -4.9970
B -1.6582 3.4981 -0.3485
H -1.4975 3.8264 0.7815
C -6.5761 -3.0175 6.4950
H 2.7887 -2.3196 -2.8852
C -3.4055 -6.8371 1.0384
H 1.8228 -3.0153 -6.5103
H -4.7065 -7.3982 4.2232
H -2.9973 -7.5332 3.7583
H 2.7373 -0.5664 -3.1458
H 0.9740 3.0997 -3.7821
H -2.7352 1.3459 4.5402
B -2.3452 1.7004 -1.5681
C -4.9227 1.7838 2.7988
H -3.8001 -0.0777 4.6092
H 10.8074 4.8970 -5.7164
H -3.5466 -7.8338 0.6176
C -5.5709 -2.9818 4.1311
H 11.2809 1.1624 -5.1128
C 0.8429 2.5499 -2.8500
H 6.1925 0.3229 -5.6153
C -7.9552 4.5940 5.9920
H 0.6578 -3.0392 -5.1690
O -2.7141 2.6591 -0.6382
H -5.7097 1.2992 3.3726
O -5.1114 -5.8042 2.3287
C 2.1387 1.9691 -0.7760
C 7.3593 -1.4626 -5.4233
F 0.9671 1.7403 -0.1361
O -1.6798 2.1560 -2.6981
H -5.9098 4.2260 7.9257
O -0.7980 3.9017 -1.3558
H 1.9001 3.9402 -1.5547
H -6.4473 -2.5705 7.4776
H -5.2877 2.0127 1.7995
H -6.5356 -2.7578 3.6736
C 6.0354 -0.7396 -5.4229
O 9.1189 2.4261 -4.9833
H -4.7233 3.5565 6.7869
C 2.3215 -1.7160 -4.8905
H -8.3832 4.6056 6.9955
H -4.1904 -8.6502 3.0747
O -4.7227 -1.6516 5.9115
C -3.7207 0.8790 2.6960
C -5.5384 -2.4665 5.5466
H 9.2852 4.9198 -4.8015
C -6.6885 3.7724 5.9797
O -6.5715 2.7984 5.2768
C -3.0795 0.4646 3.9955
H -8.6744 4.1645 5.2996
O 2.8298 -0.8989 -5.6198
H -3.6768 -6.0915 0.2958
H -4.6494 2.7089 3.3043
C 11.4861 2.2273 -5.0367
C -4.2686 -6.6662 2.2644
C 1.9937 2.9250 -1.9219
C 10.2833 4.4925 -4.8493
H -5.4237 -4.0621 4.1170
H -4.7822 -2.5095 3.5497
F 3.0136 2.4344 0.1481
H -2.4877 0.5411 -1.3714
H 7.9834 -1.1225 -3.3995
H 10.8363 4.7665 -3.9497
H 5.5482 -0.8481 -4.4528
H -2.3538 -6.7167 1.3025
O -3.2978 0.5040 1.6262
H 1.2284 -1.4954 -3.0570
H 12.0550 2.5469 -5.9108
H 2.9301 2.8868 -2.4726
C -5.5722 4.2280 6.8883
*
```

## Properties
- Gap between HOMO and LUMO: 9.5 eV
- Electronic energy: -2070.0938 hartree
- F_max: 1.09 eV/Å

=====

Entry 3:
This record from the OMol25 dataset describes an isolated molecule of C3H3ClO2 in a non-equilibrium geometry. The level of theory is ωB97M-V with the def2-TZVPD basis set.

ORCA input file:
```
! RIJCOSX wB97M-V def2-TZVPD def2/J DEFGRID3
* xyz 0 1
O -1.9024 -1.8970 -0.0787
Cl -1.9860 1.0720 -0.0368
H 0.0373 -1.9033 0.1266
C 0.7190 0.5032 -0.0741
O 0.9818 1.7710 -0.0425
H 1.5594 -0.1010 0.1256
C -0.8505 -1.3894 0.0564
H 2.0119 1.9227 -0.1994
C -0.5705 0.0219 0.1228
*
```

## Properties
- Gap between HOMO and LUMO: 9.3 eV
- Electronic energy: -726.7278 hartree
- ΔE to the lowest compared entry with this formula, charge and spin: 136.8 kJ/mol
- SMILES: O=C/C(Cl)=C/O
- F_max: 4.75 eV/Å

=====

Entry 4:
This record from the OMol25 dataset describes a structure of composition C19H22BiN7O4S2. The level of theory is ωB97M-V with the def2-TZVPD basis set.

ORCA input file:
```
! RIJCOSX wB97M-V def2-TZVPD def2/J DEFGRID3
* xyz -1 2
C -11.5664 -2.9782 -9.0686
S -14.9865 -0.0671 -15.3047
C -11.9279 -0.8279 -17.7162
H -10.6831 -4.0995 -7.3993
H -15.0868 4.7943 -11.6248
H -11.4869 -0.1952 -19.6913
N -15.1912 -0.7119 -9.8437
H -13.6183 1.1213 -19.8521
H -15.9575 3.3340 -11.1432
H -12.8675 4.6678 -17.2556
Bi -12.8051 0.4989 -13.7321
N -11.1689 -2.6704 -10.4460
H -10.4400 -3.5136 -12.2284
H -11.6201 -4.4879 -11.3324
H -15.1450 1.1729 -17.8722
C -12.1992 -0.1619 -18.8849
C -9.6189 -4.5361 -10.4700
C -13.0368 3.0651 -15.8363
C -14.0100 4.8951 -14.0679
H -9.4995 2.8846 -14.2221
O -10.5575 1.4702 -15.1830
N -13.3850 2.6606 -14.6227
N -9.9873 -0.5222 -10.8118
C -10.3501 2.1927 -14.1792
S -13.6981 -1.3477 -11.9340
H -12.6333 2.3046 -16.4785
C -14.9734 3.7383 -11.3927
N -14.6856 1.0976 -11.1433
H -14.3848 3.6611 -10.4850
C -10.5440 -1.5195 -10.6547
O -10.0318 -4.8571 -9.1378
C -14.2319 0.5862 -17.8822
H -15.3447 0.0029 -9.1360
C -13.3737 0.5743 -18.9581
C -13.1573 4.3734 -16.2554
H -12.4421 -3.6381 -9.1077
C -10.4084 -3.7094 -8.3797
H -13.7479 6.3401 -15.6023
C -13.6443 5.2965 -15.3260
O -12.4359 -1.4828 -15.5968
N -12.7634 -0.8218 -16.6519
C -13.9420 -0.1059 -16.6940
C -14.5635 -0.1664 -10.9750
H -9.5478 -3.0471 -8.2523
H -14.3937 5.6239 -13.3751
H -11.8363 -2.0502 -8.5547
C -14.3495 2.9419 -12.4845
H -14.6564 -1.4912 -9.4972
N -14.1699 1.6279 -12.2832
H -11.0178 -1.4018 -17.5468
C -13.9295 3.5186 -13.7060
H -8.7087 -3.8907 -10.4609
C -10.7482 -3.8315 -11.2250
O -11.0269 2.2111 -13.1164
H -9.3604 -5.4898 -10.9358
*
```

## Properties
- Gap between HOMO and LUMO (alpha / beta): 5.1 / 7.1 eV
- Electronic energy: -2432.4713 hartree
- ΔE to the lowest compared entry with this formula, charge and spin: 23.3 kJ/mol
- F_max: 0.94 eV/Å

=====

Entry 5:
This record from the OMol25 dataset describes a structure of composition C6H12. The level of theory is ωB97M-V with the def2-TZVPD basis set.

ORCA input file:
```
! RIJCOSX wB97M-V def2-TZVPD def2/J DEFGRID3
* xyz 0 1
H -0.4060 2.2630 -0.8790
C 0.9170 0.0758 1.1096
H -1.8674 1.8395 0.0758
H -1.5235 1.0120 -1.4759
H 0.0170 0.9471 0.4317
C -1.0792 1.4475 -0.5765
C 0.8618 -0.6615 -0.8553
C 1.9885 -0.0853 0.0507
H -1.9257 -0.5826 1.4133
C -0.1489 -0.3260 0.2340
C -1.4173 -1.0505 0.5659
H 2.4472 0.8371 -0.3341
H 0.7030 -0.2125 -1.8386
H 0.9320 -1.7498 -0.9547
H -1.1372 -2.0694 0.8633
H -2.1037 -1.0988 -0.2827
H 2.7920 -0.7981 0.2694
H 0.9220 0.2668 2.1760
*
```

## Properties
- Gap between HOMO and LUMO: 7.7 eV
- Electronic energy: -235.6016 hartree
- ΔE to the lowest compared entry with this formula, charge and spin: 568.7 kJ/mol
- F_max: 0.36 eV/Å

=====

Entry 6:
This record from the OMol25 dataset describes a structure of composition C5H8N in a non-equilibrium geometry. The level of theory is ωB97M-V with the def2-TZVPD basis set.

ORCA input file:
```
! RIJCOSX wB97M-V def2-TZVPD def2/J DEFGRID3
* xyz 1 1
H -1.1513 1.4720 -1.0655
C 0.5385 -1.2892 -0.0898
H 1.2565 1.7126 0.7687
N -0.7334 -0.6882 -0.4203
H -2.5477 -0.0290 0.4039
C 1.2958 0.9741 -0.0870
H 2.5746 -0.7782 0.5396
C -0.7058 0.7147 -0.4392
H -1.3663 -1.1072 -1.1135
H 1.6092 1.5215 -0.9568
H 0.4332 -2.3272 -0.0010
H -1.2559 0.1263 1.6838
C -1.4681 0.1138 0.6245
C 1.5205 -0.4160 0.1527
*
```

## Properties
- Gap between HOMO and LUMO: 11.4 eV
- Electronic energy: -249.6796 hartree
- ΔE to the lowest compared entry with this formula, charge and spin: 382.3 kJ/mol
- F_max: 5.89 eV/Å

=====

Entry 7:
This record from the OMol25 dataset describes an isolated molecule of C4H7IN2O in a non-equilibrium geometry. The level of theory is ωB97M-V with the def2-TZVPD basis set.

ORCA input file:
```
! RIJCOSX wB97M-V def2-TZVPD def2/J DEFGRID3
* xyz 0 1
H 1.9930 1.6723 -0.7678
H -1.4849 -0.5183 1.7889
H 2.8064 0.1768 -0.3020
C -0.9092 -0.8021 0.9784
N 0.7768 0.1785 -0.5764
C -1.4760 -0.3659 -0.3583
C -0.2929 -0.2511 -1.3171
H -2.2407 -1.0029 -0.8082
H 1.2369 -0.3916 1.3959
H -0.5973 -1.8169 0.9533
I -0.1069 2.1211 1.4824
H -1.7971 0.7578 -0.1523
C 0.3704 0.0310 1.0500
N 2.0703 0.6573 -0.8784
O -0.3489 -0.4460 -2.4885
*
```

## Properties
- Gap between HOMO and LUMO: 9.3 eV
- Electronic energy: -638.9957 hartree
- ΔE to the lowest compared entry with this formula, charge and spin: 149.9 kJ/mol
- SMILES: NN1C(=O)CC[C@@H]1I
- F_max: 6.16 eV/Å

=====

Entry 8:
This record from the OMol25 dataset describes an isolated molecule of CH4FOPS in a non-equilibrium geometry. The level of theory is ωB97M-V with the def2-TZVPD basis set.

ORCA input file:
```
! RIJCOSX wB97M-V def2-TZVPD def2/J DEFGRID3
* xyz 0 1
H -0.6959 -1.0598 1.1574
S 0.9239 -0.3679 -2.1775
P 0.3759 0.2459 -0.4933
F -0.0211 2.0863 -0.1464
C -1.0339 -0.3761 0.3843
H -1.6442 -0.8643 -0.3272
O 1.4694 0.0964 0.6054
H 2.2445 -0.2458 0.1567
H -1.6185 0.4852 0.8407
*
```

## Properties
- Gap between HOMO and LUMO: 10.6 eV
- Electronic energy: -955.2035 hartree
- ΔE to the lowest compared entry with this formula, charge and spin: 71.2 kJ/mol
- SMILES: C[P@](O)(F)=S
- F_max: 4.53 eV/Å

=====

Entry 9:
This record from the OMol25 dataset describes a cluster of 2 separate species, C3H10N2 in total in a non-equilibrium geometry. The level of theory is ωB97M-V with the def2-TZVPD basis set.

ORCA input file:
```
! RIJCOSX wB97M-V def2-TZVPD def2/J DEFGRID3
* xyz -1 2
C 1.4648 -1.7953 1.2632
H 0.4174 2.2081 -2.2975
H -2.1322 1.9666 0.7385
H 3.2022 -2.8387 1.3233
C -0.6593 2.0432 -2.1397
H -1.2139 1.8588 -3.0656
H -2.9857 2.7594 -0.6790
H 1.9217 -0.8946 1.6594
N 2.2952 -2.9336 1.7712
H 1.9174 -3.7754 1.3717
H 0.4861 -1.9052 1.7298
H 1.3685 -1.8012 0.1781
H -2.7330 0.9732 -0.5660
C -2.3226 1.9629 -0.3389
N -1.0265 2.1719 -0.9486
*
```

## Properties
- Gap between HOMO and LUMO (alpha / beta): 2.6 / 9.1 eV
- Electronic energy: -229.6962 hartree
- ΔE to the lowest compared entry with this formula, charge and spin: 159.5 kJ/mol
- F_max: 1.40 eV/Å

=====

Entry 10:
This record from the OMol25 dataset describes a cluster of 2 separate species, C2H4BrFO in total in a non-equilibrium geometry. The level of theory is ωB97M-V with the def2-TZVPD basis set.

ORCA input file:
```
! RIJCOSX wB97M-V def2-TZVPD def2/J DEFGRID3
* xyz 0 1
C -0.6311 -0.7947 0.3026
F -0.3485 2.4227 -0.3460
H -1.2855 0.0327 0.4828
H 0.2626 0.3576 -1.2754
H -1.0769 -1.4942 -0.4435
C 0.5316 -0.2360 -0.3507
O 0.5205 1.6933 0.4670
Br 2.3273 -0.6511 -0.0435
H -0.3001 -1.3303 1.2068
*
```

## Properties
- Gap between HOMO and LUMO (alpha / beta): 9.3 / 9.3 eV
- Electronic energy: -2827.5085 hartree
- ΔE to the lowest compared entry with this formula, charge and spin: 589.1 kJ/mol
- F_max: 5.27 eV/Å

=====

Entry 11:
This record from the OMol25 dataset describes an isolated molecule of C23H34N2O7. The level of theory is ωB97M-V with the def2-TZVPD basis set.

ORCA input file:
```
! RIJCOSX wB97M-V def2-TZVPD def2/J DEFGRID3
* xyz 0 1
O 0.5938 -0.2376 -1.0964
H -0.6633 -2.5732 3.3548
H -1.0126 -3.5118 -1.0410
O 3.1318 3.7856 -0.0585
C -2.4502 -3.1020 -2.5992
H -4.5920 -2.1274 -4.2805
N -2.8995 -0.7999 -1.8106
C 3.1524 -1.2395 0.6227
O 0.3085 -0.8520 2.7859
H -0.5678 -2.1571 -2.0654
H -4.7889 0.3453 -4.3677
H -0.5527 5.8537 2.0950
H -6.1804 -1.6362 -3.6934
H 1.8506 5.1704 1.7333
H -5.4213 -1.7834 -1.3644
C -0.5860 -1.5262 3.6663
H -3.2400 -2.4923 -0.7092
H 5.2187 2.4153 -0.2676
H -2.2711 -0.8198 2.5634
H -2.5631 -0.5703 -3.8560
C -3.3500 -2.1885 -1.7556
O 1.3090 3.2711 1.1420
H 4.6335 -0.7965 -0.7204
H 5.4780 1.0711 -1.4010
H -1.0661 4.2419 1.5609
C -2.2518 -0.3072 -0.7382
H -2.8768 -4.1070 -2.5718
H 3.6867 -3.0949 -0.2504
C 2.0788 -0.7699 1.2938
C 1.0131 4.6585 1.2442
H 1.0776 1.0737 1.8339
H -2.3554 1.8687 -0.6279
C 2.4133 2.9448 0.4450
H -0.1669 -1.4968 4.6801
C -1.9319 -0.8286 3.5956
H 0.9086 5.0760 0.2354
H -0.4116 -3.8050 -2.6748
H -5.1273 -3.3260 -2.1701
N 3.8437 -0.4043 -0.2290
C 2.6108 1.5022 0.3811
H 3.1816 -3.1999 1.4426
H 4.2883 2.3480 -1.7373
C 4.7332 1.7307 -0.9602
H -0.1329 4.4193 3.0457
H -5.2048 0.3782 -2.6487
C -4.6349 -0.1568 -3.4114
C -0.2706 4.8061 2.0398
C -1.0233 -3.1444 -2.0643
O -2.1477 -0.9169 0.3079
H -1.1822 1.2473 -1.8487
O -0.5985 1.2130 0.1149
H -2.8426 0.9363 -2.9709
C 3.6746 0.9520 -0.2551
C -5.1112 -1.6024 -3.4773
C 1.3083 -1.5661 2.2578
C -3.1478 -0.1048 -3.0540
C -4.8302 -2.2772 -2.1392
C -1.6224 1.0934 -0.8588
H 4.7816 -2.5528 1.0286
C 1.5373 0.6049 0.9637
O 1.5203 -2.7213 2.5668
H -2.6535 -1.3558 4.2134
H -1.8424 0.1970 3.9441
C 3.7368 -2.6085 0.7233
H -2.4409 -2.7765 -3.6404
C 0.4685 0.4483 -0.1118
*
```

## Properties
- Gap between HOMO and LUMO: 8.7 eV
- Electronic energy: -1533.0876 hartree
- ΔE to the lowest compared entry with this formula, charge and spin: 0.4 kJ/mol
- SMILES: CCOC(=O)C1=C(C)NC(C)=C(C(=O)OCC)C1C(=O)OCC(=O)N1CCCC[C@H]1CC
- F_max: 0.69 eV/Å

=====

Entry 12:
This record from the OMol25 dataset describes the ion H2NO3S2 with charge -1 in a non-equilibrium geometry. The level of theory is ωB97M-V with the def2-TZVPD basis set.

ORCA input file:
```
! RIJCOSX wB97M-V def2-TZVPD def2/J DEFGRID3
* xyz -1 1
S 0.5889 -0.6721 -0.1864
S -0.7781 1.7835 0.4401
O 0.2242 -1.8990 -0.8984
N -0.7929 0.4673 -0.6068
H 0.0818 1.3190 1.3194
O 0.3630 -0.6355 1.2722
H -1.4347 -0.2864 -0.5734
O 1.7478 -0.0768 -0.7667
*
```

## Properties
- Gap between HOMO and LUMO: 8.0 eV
- Electronic energy: -1078.0943 hartree
- ΔE to the lowest compared entry with this formula, charge and spin: 44.3 kJ/mol
- SMILES: O=S(=O)([O-])NS
- F_max: 3.39 eV/Å

=====

The highest electronic energy belongs to which entry? C3H10N2